Entry 1:
Density functional theory data (the ωB97M-V functional and the def2-TZVPD basis) for one molecule with the formula C4H8SSi at a distorted geometry.

Frontier orbital gap (alpha / beta) ... 0.268 / 0.256 Ha
Total energy ... -22986.61830 eV
M ... 116.3 g mol⁻¹
F_max ... 0.0537 Eh/bohr
ΔE to the lowest compared entry with this formula, charge and spin ... 1.982 eV
Total charge ... 0

Each atom is followed by the atoms it is bonded to, with distances in Å.
Atoms and positions in Å:
1 C -1.0087 1.3353 0.3544  C2 1.399, C3 1.321, H7 1.095
2 C -1.6683 0.1225 0.5819  C1 1.399, S6 1.732, H8 1.054
3 C -0.1598 1.6930 -0.5919  C1 1.321, H9 1.136, H10 1.084
4 C 0.0868 -1.6707 -0.6348  Si5 1.878, S6 1.669, H11 1.025
5 Si 1.6500 -1.0065 0.1671  C4 1.878, H12 1.554, H13 1.594, H14 1.443
6 S -1.5116 -1.3924 -0.2429  C2 1.732, C4 1.669
7 H -1.1561 2.0439 1.1756  C1 1.095
8 H -2.4552 0.2814 1.2645  C2 1.054
9 H 0.2111 2.7617 -0.6999  C3 1.136
10 H -0.0227 1.0332 -1.4406  C3 1.084
11 H 0.0253 -2.5846 -1.0948  C4 1.025
12 H 2.6423 -2.1490 -0.1870  Si5 1.554
13 H 1.3304 -0.7483 1.7069  Si5 1.594
14 H 2.0366 0.2806 -0.3585  Si5 1.443

---

Entry 2:
Density functional theory data (the ωB97M-V functional and the def2-TZVPD basis) for an isolated ion of composition C2H4NO3 and charge +1 at a distorted geometry.

Frontier orbital gap (alpha / beta) ... 0.302 / 0.309 Ha
Total energy ... -9755.18080 eV
M ... 90.1 g mol⁻¹
F_max ... 0.0771 Eh/bohr
ΔE to the lowest compared entry with this formula, charge and spin ... 3.366 eV
Total charge ... +1

Each atom is followed by the atoms it is bonded to, with distances in Å.
Atoms and positions in Å:
1 C -0.3376 0.5317 -0.1707  C2 1.584, N3 1.500, H7 1.127, H8 1.145
2 C 1.0520 -0.1601 -0.4835  C1 1.584, O5 1.274, H9 1.147, H10 1.198
3 N -0.9543 -0.3030 0.9125  C1 1.500, O4 1.188, O6 1.235
4 O -1.7815 0.2031 1.5983  N3 1.188
5 O 0.7840 -1.4051 -0.4382  C2 1.274
6 O -0.5451 -1.4652 0.9940  N3 1.235
7 H -0.2347 1.5983 0.1781  C1 1.127
8 H -1.0379 0.4520 -1.0729  C1 1.145
9 H 1.0031 0.2845 -1.5401  C2 1.147
10 H 2.0521 0.2638 0.0225  C2 1.198